{
  "formula": "C4H4O3",
  "method": "ωB97M-V with the def2-TZVPD basis set",
  "lumo_ev": 0.6,
  "total_charge": 0,
  "gap_ev": 10.99,
  "symbols": ["C", "C", "C", "C", "O", "O", "O", "H", "H", "H", "H"],
  "positions_angstrom": [[-1.1402, -0.5650, -0.1941], [0.4111, -1.6082, 0.6081], [-0.0075, 0.1493, 0.3441], [0.5434, 1.3403, -0.4537], [-2.0277, -0.2792, -0.9313], [1.3251, -2.2468, 0.9991], [-0.8500, -1.8690, 0.2309], [-0.2353, 0.1811, 1.3694], [1.6434, 1.4803, -0.2204], [0.0056, 2.1873, -0.2452], [0.3322, 1.2299, -1.5069]],
  "mulliken_charge": [0.45, 0.51, 0.05, -1.13, -0.50, -0.46, -0.29, 0.38, 0.30, 0.37, 0.34]
}